(1)
This record from the OMol25 dataset describes a molecular structure, C63H37CdI4N7O4 in a non-equilibrium geometry. The level of theory is wB97M-V/def2-TZVPD.

Values from the calculation:
LUMO (alpha / beta) = 2.88 / 2.88 eV
Total energy = -4465.65108 Ha
HOMO level (alpha / beta) = -1.60 / -1.60 eV
Total charge = -2
2S+1 = 1

Each line ends with the Löwdin charge.
CARTESIAN COORDINATES (ANGSTROEM)
Cd (-0.1765, -0.2184, -0.5690)  1.4135
I (7.8575, -4.1349, -4.9132)  0.7761
C (6.1181, -3.3441, -4.0249)  -0.7339
C (5.6389, -3.9040, -2.8516)  -0.1423
C (4.4927, -3.3776, -2.2715)  -0.0517
C (3.8199, -2.2915, -2.8387)  -0.1607
C (4.3307, -1.7584, -4.0271)  -0.0234
C (5.4755, -2.2743, -4.6235)  -0.1560
C (2.6034, -1.7095, -2.2180)  -0.1108
C (1.5724, -2.6200, -1.7850)  -0.2732
C (1.4652, -4.0195, -1.9539)  -0.0521
C (0.3603, -4.4414, -1.2034)  -0.0531
C (-0.1601, -3.2922, -0.5896)  -0.2805
C (-1.2831, -3.0366, 0.3687)  -0.0819
C (-1.1198, -3.1268, 1.6970)  -0.1207
C (-2.1736, -2.5558, 2.6338)  -0.1269
C (-1.0268, -2.6229, 4.8532)  -0.1095
C (0.2459, -2.7340, 4.4910)  -0.6979
I (1.7281, -1.7169, 5.6131)  0.7740
C (0.7540, -3.5145, 3.3685)  -0.1548
C (0.1239, -3.7241, 2.2034)  -0.0146
C (-2.4135, -2.2894, -0.2630)  -0.2724
N (-2.2443, -0.9897, -0.5414)  0.0259
C (-3.3604, -0.5478, -1.2100)  -0.2597
C (-3.4894, 0.7884, -1.6996)  -0.0606
C (-4.7895, 1.1326, -2.3357)  -0.1808
C (-5.9978, 0.9526, -1.6618)  -0.0274
C (-7.2154, 1.2106, -2.2780)  -0.1539
C (-7.2234, 1.6530, -3.5904)  -0.7342
I (-9.0639, 2.0233, -4.5471)  0.7792
C (-6.0444, 1.8484, -4.2893)  -0.1554
C (-4.8359, 1.5873, -3.6553)  -0.0283
C (-2.4894, 1.7614, -1.7132)  -0.2581
C (-2.6517, 3.1319, -2.1345)  -0.0340
C (-1.4283, 3.7227, -2.0687)  -0.0286
C (-0.4840, 2.7120, -1.6186)  -0.2526
N (-1.1601, 1.5741, -1.3713)  0.0120
C (0.9521, 2.8531, -1.6400)  -0.0947
C (1.8511, 1.7559, -1.7295)  -0.2671
C (3.3056, 1.8087, -1.8460)  -0.0274
C (3.7406, 0.5475, -2.0923)  -0.0235
C (2.5801, -0.3219, -2.0659)  -0.3075
N (1.4658, 0.4590, -1.8126)  -0.0029
C (1.4797, 4.2337, -1.7004)  -0.1777
C (2.4753, 4.6341, -2.6052)  -0.0401
C (2.9719, 5.9318, -2.6257)  -0.1647
C (2.4586, 6.8668, -1.7440)  -0.7428
I (3.2220, 8.8310, -1.7481)  0.7617
C (1.4450, 6.5274, -0.8618)  -0.1584
C (0.9667, 5.2256, -0.8508)  -0.0477
C (-4.2645, -1.6352, -1.3406)  -0.0450
C (-3.6593, -2.7380, -0.7478)  -0.0384
N (0.5532, -2.2155, -0.9618)  -0.0004
H (6.1544, -4.7347, -2.3877)  0.0902
H (4.1220, -3.7949, -1.3430)  0.0891
H (3.8092, -0.9314, -4.4922)  0.1221
H (5.8505, -1.8497, -5.5457)  0.0870
H (2.0949, -4.6411, -2.5740)  0.0901
H (-0.0217, -5.4478, -1.1048)  0.0905
H (-3.1482, -2.7966, 2.2052)  0.1520
H (-1.3287, -2.0270, 5.7062)  0.1084
H (1.7390, -3.9505, 3.4981)  0.0828
H (0.6459, -4.3400, 1.4789)  0.1089
H (-5.9804, 0.6089, -0.6342)  0.1255
H (-8.1422, 1.0650, -1.7393)  0.0885
H (-6.0608, 2.1845, -5.3178)  0.0873
H (-3.9070, 1.7148, -4.1975)  0.1242
H (-3.5809, 3.5923, -2.4353)  0.1003
H (-1.1800, 4.7327, -2.3560)  0.0966
H (3.9195, 2.6864, -1.7175)  0.0956
H (4.7658, 0.2291, -2.2150)  0.1135
H (2.8435, 3.9201, -3.3298)  0.1112
H (3.7411, 6.2088, -3.3361)  0.0855
H (1.0375, 7.2631, -0.1787)  0.0874
H (0.1891, 4.9530, -0.1502)  0.1002
H (-5.2253, -1.6185, -1.8336)  0.0910
H (-4.0425, -3.7451, -0.6684)  0.0929
C (5.3524, -1.8516, 1.1704)  -0.0794
C (5.4466, -0.7186, 1.9702)  -0.0994
C (4.4058, 0.1962, 2.0050)  -0.0335
C (3.2766, -0.0133, 1.2214)  -0.2250
C (3.1868, -1.1303, 0.4031)  -0.0249
C (4.2185, -2.0549, 0.3920)  -0.0511
N (2.2184, 0.9354, 1.1624)  0.1034
N (1.9404, 1.4286, 2.2363)  0.0905
C (0.9160, 2.4112, 2.2457)  -0.1519
C (1.4114, 3.7215, 2.2566)  -0.0391
C (0.6075, 4.8256, 2.4276)  -0.1237
C (-0.7607, 4.6469, 2.5771)  -0.0960
C (-1.2719, 3.3680, 2.5636)  -0.0050
C (-0.4673, 2.2327, 2.4285)  -0.1523
H (6.1631, -2.5712, 1.1505)  0.0961
H (6.3301, -0.5499, 2.5758)  0.0921
H (4.4549, 1.0828, 2.6258)  0.1004
H (2.2900, -1.2691, -0.1921)  0.0561
H (4.1400, -2.9363, -0.2339)  0.0599
H (2.4831, 3.8415, 2.1444)  0.1148
H (1.0424, 5.8181, 2.4329)  0.0998
H (-1.4211, 5.4965, 2.7037)  0.0998
H (-2.3349, 3.1993, 2.6845)  0.1209
O (-1.2243, 1.1037, 2.6604)  0.0401
C (-1.0518, -0.2201, 2.3393)  -0.4005
O (-0.0568, -0.5969, 1.7315)  -0.0153
C (-2.1514, -1.0366, 2.7906)  -0.1049
C (-3.2463, -0.4237, 3.3660)  -0.0313
C (-4.3126, -1.0170, 4.0620)  -0.0984
C (-4.3876, -2.2887, 4.6330)  -0.0302
C (-3.4475, -3.2947, 4.6930)  -0.1615
C (-2.1045, -3.2754, 4.0250)  -0.1907
N (-3.7919, -4.4666, 5.4095)  -0.3837
O (-4.9149, -4.5850, 5.9318)  -0.0359
O (-2.9496, -5.3667, 5.5206)  -0.0029
H (-3.3055, 0.6523, 3.2616)  0.1072
H (-5.1581, -0.3673, 4.2621)  0.0768
H (-5.2984, -2.5130, 5.1722)  0.1043
H (-1.8205, -4.3123, 3.8497)  0.1396



(2)
This record from the OMol25 dataset describes a molecular structure, C63H44BrCl2LaN6O in a non-equilibrium geometry. The level of theory is wB97M-V/def2-TZVPD.

Values from the calculation:
LUMO = -0.97 eV
Total energy = -6356.89725 Ha
HOMO level = -6.69 eV
2S+1 = 1

Each line ends with the Löwdin charge.
CARTESIAN COORDINATES (ANGSTROEM)
La (0.5213, 0.0983, 0.2987)  1.9572
C (0.6513, 1.4669, 8.1121)  -0.0786
C (0.8892, 2.6648, 7.4223)  -0.0804
C (0.9202, 2.7096, 6.0568)  -0.0404
C (0.6071, 1.5844, 5.2875)  -0.2203
C (0.2898, 0.4279, 5.9974)  -0.0246
C (0.3933, 0.3191, 7.3834)  -0.0785
C (0.6155, 1.5107, 3.8075)  -0.0557
C (-0.6816, 1.6847, 3.1267)  -0.2825
C (-1.7922, 2.3247, 3.7175)  0.0010
C (-2.6821, 2.6367, 2.6827)  -0.0024
C (-2.0519, 2.2163, 1.4897)  -0.2568
N (-0.8844, 1.6062, 1.8094)  -0.0433
C (-2.5861, 2.4279, 0.1616)  -0.0590
C (-1.9398, 2.3869, -1.0098)  -0.2593
C (-2.5451, 2.6919, -2.2970)  0.0294
C (-1.4643, 2.7222, -3.2370)  0.0278
C (-0.3216, 2.2089, -2.5178)  -0.2320
C (1.0015, 1.9654, -3.0896)  -0.1098
C (0.9070, 2.0743, -4.5734)  -0.2447
C (1.0069, 3.3344, -5.1437)  -0.0382
C (0.5240, 3.5222, -6.4395)  -0.0535
C (0.0088, 2.3794, -7.0968)  -0.0988
C (-0.0067, 1.1658, -6.4989)  -0.1051
C (0.4257, 0.9416, -5.2097)  -0.0061
C (2.0668, 1.6717, -2.3858)  -0.2325
N (2.2448, 1.2432, -1.0483)  -0.0568
C (3.5459, 1.2217, -0.8121)  -0.3070
C (4.2083, 1.1782, 0.4199)  -0.1018
C (5.6546, 0.9052, 0.5580)  -0.2030
C (6.5517, 1.7625, 1.1927)  -0.0572
C (7.8903, 1.4474, 1.4016)  -0.0711
C (8.3398, 0.1868, 0.9850)  -0.1129
C (7.5282, -0.7090, 0.3228)  -0.0777
C (6.1537, -0.3654, 0.0967)  0.0010
C (3.4927, 1.2247, 1.6295)  -0.2363
C (4.1551, 1.1652, 3.0133)  0.0021
C (3.1561, 1.2674, 3.9286)  0.0035
C (1.8571, 1.3726, 3.1673)  -0.2310
N (2.1757, 1.2896, 1.8273)  -0.0613
C (4.3065, 1.3631, -2.0085)  0.0158
C (3.3867, 1.6081, -3.0273)  0.0486
N (-0.5881, 1.9755, -1.2181)  0.0163
C (-4.0073, 2.9109, 0.3143)  -0.1903
C (-5.0041, 2.0735, 0.8570)  -0.0402
C (-6.3386, 2.4684, 1.0583)  -0.0412
C (-6.6879, 3.8109, 0.7646)  -0.0828
C (-5.7510, 4.6507, 0.2064)  -0.0926
C (-4.4261, 4.2226, -0.0143)  -0.0240
H (0.6519, 1.3841, 9.1882)  0.0978
H (1.1110, 3.5963, 7.9010)  0.0975
H (1.2672, 3.5995, 5.6171)  0.1081
H (0.0017, -0.4790, 5.3921)  0.1275
H (0.3962, -0.6136, 7.8789)  0.0897
H (-1.8994, 2.5435, 4.7472)  0.0963
H (-3.6120, 3.1399, 2.8295)  0.1049
H (-3.6496, 2.8876, -2.4935)  0.1332
H (-1.4927, 2.9648, -4.2918)  0.1009
H (1.4798, 4.0717, -4.4710)  0.1366
H (0.6402, 4.4492, -6.9277)  0.0855
H (-0.3085, 2.4816, -8.1589)  0.1155
H (-0.4205, 0.3965, -7.1373)  0.1049
H (0.3514, -0.0169, -4.6992)  0.1313
H (6.2358, 2.7470, 1.5676)  0.1263
H (8.6245, 2.0991, 1.8554)  0.1008
H (9.3584, -0.0938, 1.1466)  0.0900
H (7.9990, -1.5908, -0.1137)  0.1005
H (5.5506, -0.9673, -0.5898)  0.1122
H (5.1161, 1.2132, 3.4147)  0.0807
H (3.3305, 1.2549, 4.9855)  0.1068
H (5.3713, 1.3587, -2.1061)  0.1088
H (3.6579, 1.7855, -4.0646)  0.1158
H (-4.7303, 1.1270, 1.1566)  0.0879
H (-6.9738, 1.7597, 1.5221)  0.0878
H (-7.6142, 4.2843, 0.9113)  0.0827
H (-5.9537, 5.7040, -0.0109)  0.1063
H (-3.7806, 4.9506, -0.5406)  0.1234
O (-1.5397, -5.2916, 2.7706)  0.0675
C (-1.1253, -4.0311, 2.5790)  -0.3028
C (-1.9880, -2.9247, 2.6370)  0.0308
C (-1.3654, -1.6983, 2.6702)  -0.1467
N (-0.0549, -1.5439, 2.5587)  -0.0592
C (0.7093, -2.6167, 2.4405)  -0.7273
Br (2.6019, -2.2164, 2.4416)  0.7964
C (0.2638, -3.8932, 2.4577)  -0.0341
H (-2.5083, -5.3974, 2.5365)  0.1528
H (-3.1043, -3.0201, 2.5753)  0.1407
H (-1.9224, -0.8227, 2.7525)  0.0914
H (0.9059, -4.8015, 2.4522)  0.1437
Cl (-5.1708, -4.7231, -2.0361)  0.5670
C (-5.5937, -3.0783, -2.0943)  -1.1051
Cl (-7.1687, -2.7725, -1.3117)  0.4851
H (-5.5638, -2.6451, -3.1316)  0.0495
H (-4.9459, -2.4817, -1.4883)  -0.0045
N (-0.4434, -1.8552, -0.8044)  -0.1188
C (-0.6457, -2.8436, -1.5204)  -0.3980
C (0.0569, -4.1064, -1.2106)  -0.1979
C (-0.6627, -5.3443, -1.3640)  -0.0240
C (-0.0707, -6.5301, -0.9868)  -0.1038
C (1.2495, -6.5550, -0.6446)  -0.1024
C (2.0387, -5.3702, -0.5719)  -0.0535
C (1.3683, -4.1652, -0.8869)  -0.0752
C (-1.5510, -2.6912, -2.7210)  -0.1545
C (-1.4394, -3.5125, -3.9019)  -0.0227
C (-2.0967, -3.1609, -5.0681)  -0.0690
C (-2.9723, -2.0405, -5.0210)  -0.0763
C (-3.1079, -1.3232, -3.8266)  -0.1213
C (-2.3636, -1.5956, -2.7419)  -0.1010
H (-1.6477, -5.3097, -1.7742)  0.0934
H (-0.7038, -7.3660, -0.9749)  0.0892
H (1.7652, -7.5055, -0.3887)  0.1086
H (3.1485, -5.3912, -0.3439)  0.1206
H (1.8550, -3.2125, -0.8302)  0.0877
H (-0.7337, -4.3482, -3.7653)  0.1110
H (-2.0177, -3.6897, -6.0140)  0.0990
H (-3.7134, -1.8006, -5.7191)  0.0782
H (-3.8182, -0.4494, -3.7863)  0.1268
H (-2.3490, -0.9292, -1.9202)  0.0865



- Among the records above, which one has the lowest total energy?
  C63H44BrCl2LaN6O